Computed, not measured: C50H53N4PS3Tl as an isolated structure, with wB97M-V/def2-TZVPD.

The calculation puts the relative energy (zero: lowest compared OMol25 entry of this formula, charge and spin) at 0.0 kJ/mol. The calculation puts the largest force on an atom at 0.40 eV Å⁻¹. The charge is +1. Its LUMO energy is -0.0813 hartree. Its orbital gap is 0.274 Eh.

XYZ file:
```
112
Properties=species:S:1:pos:R:3:mulliken_charge:R:1
Tl 1.0730 -0.0221 2.8336 1.148
N 0.1698 -1.5991 1.1960 -0.787
S -1.0214 -2.0551 0.5090 1.379
N -1.6324 -1.2021 -0.7894 0.257
S -2.6228 -0.0279 -0.7151 0.634
N -2.4437 1.1709 0.2279 0.206
S -1.0343 2.0502 0.4286 1.333
N 0.0564 1.5280 1.2231 -0.656
C -0.5183 2.4892 -1.2347 0.254
C 0.5164 1.7188 -1.7438 0.852
C 1.0515 2.0399 -2.9803 -0.471
C 0.5514 3.1228 -3.6918 -0.935
C -0.4894 3.8834 -3.1740 -0.913
C -1.0327 3.5722 -1.9347 -0.345
C -1.8099 3.5404 1.0405 0.173
C -3.1447 3.8575 0.8278 -0.047
C -3.6403 5.0455 1.3450 -0.856
C -2.8059 5.8941 2.0611 -0.575
C -1.4732 5.5621 2.2682 -0.785
C -0.9679 4.3764 1.7580 -0.523
C -2.7807 0.4765 -2.4123 0.856
C -3.7512 1.4350 -2.6780 -1.054
C -3.9152 1.8727 -3.9791 -0.689
C -3.1079 1.3588 -4.9889 -0.679
C -2.1421 0.4047 -4.7031 -0.833
C -1.9716 -0.0487 -3.4026 -0.029
C -4.2779 -0.5754 -0.3653 0.762
C -5.0001 -0.0556 0.6933 -0.187
C -6.2818 -0.5384 0.9172 -0.850
C -6.8166 -1.5114 0.0851 -0.655
C -6.0756 -2.0191 -0.9772 -0.670
C -4.7940 -1.5534 -1.2062 -0.997
C -0.8516 -3.6326 -0.3180 0.107
C -1.4143 -3.9210 -1.5544 0.112
C -1.2085 -5.1776 -2.1076 -0.827
C -0.4549 -6.1230 -1.4256 -0.543
C 0.1038 -5.8204 -0.1901 -0.941
C -0.0911 -4.5679 0.3695 -0.499
C -2.4338 -2.3033 1.5958 0.422
C -3.3831 -3.2935 1.3817 -0.216
C -4.3956 -3.4631 2.3161 -0.839
C -4.4462 -2.6538 3.4432 -0.722
C -3.4940 -1.6621 3.6412 -0.727
C -2.4801 -1.4833 2.7143 -0.162
H 0.9023 0.8982 -1.1505 -0.536
H 1.8705 1.4532 -3.3786 0.546
H 0.9796 3.3809 -4.6524 0.448
H -0.8731 4.7311 -3.7273 0.460
H -1.8315 4.1733 -1.5203 0.484
H -3.7803 3.1811 0.2735 0.219
H -4.6796 5.3073 1.1940 0.465
H -3.1994 6.8179 2.4654 0.405
H -0.8288 6.2231 2.8326 0.456
H 0.0621 4.0784 1.9169 0.472
H -4.3750 1.8153 -1.8766 0.205
H -4.6715 2.6124 -4.2068 0.478
H -3.2344 1.7077 -6.0060 0.436
H -1.5166 0.0118 -5.4942 0.495
H -1.2241 -0.7909 -3.1517 0.445
H -4.5579 0.7057 1.3230 0.557
H -6.8632 -0.1529 1.7445 0.497
H -7.8197 -1.8783 0.2629 0.432
H -6.4982 -2.7753 -1.6255 0.482
H -4.2003 -1.9340 -2.0301 0.186
H -1.9905 -3.1682 -2.0720 0.244
H -1.6334 -5.4176 -3.0738 0.473
H -0.2996 -7.1021 -1.8611 0.419
H 0.6984 -6.5577 0.3337 0.472
H 0.3436 -4.2970 1.3243 0.478
H -3.3299 -3.9279 0.5059 0.516
H -5.1380 -4.2369 2.1671 0.465
H -5.2305 -2.8012 4.1754 0.422
H -3.5354 -1.0343 4.5225 0.497
H -1.7170 -0.7264 2.8483 -0.150
C 5.2764 -1.3762 -0.9513 -1.895
C 3.9279 -1.3544 -0.2351 2.515
C 3.5598 -2.7621 0.2445 -2.131
C 2.8635 -0.8810 -1.2356 -1.722
P 3.7531 -0.1694 1.2296 0.302
C 4.3531 1.4244 0.5410 0.221
C 5.6611 1.7218 0.1537 -0.271
C 5.9773 2.9655 -0.3733 -0.737
C 4.9939 3.9344 -0.5268 -0.781
C 3.6927 3.6584 -0.1373 -0.321
C 3.3791 2.4167 0.4018 -0.040
C 4.9554 -0.6293 2.6118 2.070
C 4.2325 -1.6783 3.4828 -1.576
C 6.3221 -1.1886 2.2143 -1.827
C 5.1417 0.6477 3.4406 -1.877
H 5.2161 -2.0940 -1.7759 0.564
H 6.0927 -1.6885 -0.3030 0.285
H 5.5178 -0.4043 -1.3794 0.351
H 3.4683 -3.4281 -0.6194 0.543
H 2.5985 -2.7506 0.7659 0.290
H 4.3225 -3.1780 0.9060 0.331
H 2.8393 -1.5621 -2.0933 0.671
H 3.0990 0.1209 -1.6051 0.260
H 1.8750 -0.8716 -0.7723 -0.149
H 6.4466 0.9867 0.2538 0.154
H 6.9977 3.1790 -0.6667 0.458
H 5.2467 4.9024 -0.9421 0.404
H 2.9183 4.4095 -0.2494 0.497
H 2.3645 2.2081 0.7223 0.087
H 3.7141 -2.4323 2.8885 0.241
H 3.4989 -1.2075 4.1389 0.298
H 4.9567 -2.1981 4.1160 0.503
H 6.2319 -2.1610 1.7295 0.386
H 6.9175 -1.3255 3.1214 0.579
H 6.8762 -0.5197 1.5587 0.192
H 4.1810 1.1216 3.6623 0.331
H 5.7645 1.3776 2.9233 0.351
H 5.6206 0.4005 4.3924 0.495
```